Record 1
ORCA calculation (ωB97M-V/def2-TZVPD) on one molecule with the formula C2H3N3O at a distorted geometry.

ORCA input file:
```
! RIJCOSX wB97M-V def2-TZVPD def2/J DEFGRID3
* xyz 0 1
C 0.5838 -0.8415 0.1216
C 2.1737 1.0207 -0.0073
N 1.5587 0.0236 -0.0730
N -0.7302 -0.5894 0.0352
N -1.3045 0.5039 -0.0574
O -2.7150 0.4023 -0.1348
H 0.7639 -1.9707 0.1394
H 2.6404 1.9847 -0.2147
H -2.9708 -0.5336 0.1911
*
```

The value obtained for the LUMO energy (spin up / spin down) is 0.321 / 0.321 eV. Its energy relative to the best compared isomer or geometry (same formula, charge and spin) is 133.2 kcal per mole.

---

Record 2
ORCA calculation (ωB97M-V/def2-TZVPD) on one molecule with the formula C2H3N3O2 at a distorted geometry.

ORCA input file:
```
! RIJCOSX wB97M-V def2-TZVPD def2/J DEFGRID3
* xyz 0 1
N -1.3156 2.0887 0.5832
C -0.6952 1.3173 0.0020
C 0.1337 0.1712 -0.4337
N 1.3873 0.2252 0.1354
N -0.7881 -1.0827 -0.0244
O -0.3599 -1.6972 0.9382
O -1.7290 -1.3478 -0.7323
H 0.1738 0.2644 -1.6495
H 1.2898 0.6195 1.0066
H 1.9033 -0.5587 0.1745
*
```

The value obtained for the LUMO energy is -0.226 eV. Its energy relative to the best compared isomer or geometry (same formula, charge and spin) is 107.2 kcal per mole. Its SMILES is N#C[C@@H](N)[N+](=O)[O-].

---

Record 3
ORCA calculation (ωB97M-V/def2-TZVPD) on a 2-piece molecular cluster, C2H3N3O2 overall at a distorted geometry.

ORCA input file:
```
! RIJCOSX wB97M-V def2-TZVPD def2/J DEFGRID3
* xyz 0 1
N -1.0270 1.1420 -0.2757
N 0.0244 0.2415 -0.1570
C 0.7509 -0.4346 0.5036
O 1.5960 -1.0764 0.9796
H -1.7044 0.5518 -0.8028
H -0.5542 1.9945 -0.5349
N 4.2255 -0.8996 -0.1289
C 4.4788 0.2379 -0.1888
O 4.8525 1.2235 -0.5982
H 4.0988 -1.5714 0.5667
*
```

The value obtained for the LUMO energy is 0.523 eV. Its energy relative to the best compared isomer or geometry (same formula, charge and spin) is 63.9 kcal per mole. Its SMILES is NN=C=O.N=C=O.

---

Record 4
ORCA calculation (ωB97M-V/def2-TZVPD) on one molecule with the formula C2H3N3O2.

ORCA input file:
```
! RIJCOSX wB97M-V def2-TZVPD def2/J DEFGRID3
* xyz 0 1
N 0.0125 -1.0456 1.4996
C -0.2363 -0.1818 0.4632
N -1.1819 0.6984 0.4921
O -1.1086 1.3481 -0.7599
C -0.0681 0.8790 -1.4943
O 0.2716 1.2859 -2.5718
N 0.4545 -0.1674 -0.7193
H 0.9445 -1.4228 1.5855
H -0.3562 -0.6949 2.3742
H 1.2787 -0.7087 -0.9284
*
```

The value obtained for the LUMO energy is 0.365 eV. Its energy relative to the best compared isomer or geometry (same formula, charge and spin) is 24.3 kcal per mole. Its SMILES is Nc1noc(=O)[nH]1.

---

Record 5
ORCA calculation (ωB97M-V/def2-TZVPD) on one molecule with the formula C2H3N3O2 at a distorted geometry.

ORCA input file:
```
! RIJCOSX wB97M-V def2-TZVPD def2/J DEFGRID3
* xyz 0 1
O -0.8365 0.2288 2.0137
C -0.3538 0.0989 0.9460
N -0.3552 1.1146 -0.1111
N 0.2778 1.0866 -1.3639
C 0.5706 -0.1452 -1.5195
N 0.2995 -1.2391 -0.6578
O 0.3903 -0.9478 0.6657
H -0.8113 1.8968 0.2882
H 0.8585 -0.4611 -2.6492
H 0.6675 -2.1413 -0.7039
*
```

The value obtained for the LUMO energy is 0.679 eV. Its energy relative to the best compared isomer or geometry (same formula, charge and spin) is 90.9 kcal per mole. Its SMILES is O=C1NN=CNO1.

---

Record 6
ORCA calculation (ωB97M-V/def2-TZVPD) on one molecule with the formula C2H3N3O2 at a distorted geometry.

ORCA input file:
```
! RIJCOSX wB97M-V def2-TZVPD def2/J DEFGRID3
* xyz 0 3
C 0.4971 0.8238 -0.2807
C 1.9110 0.4076 -2.2950
N 1.9212 2.5848 -1.3984
N 0.9753 0.0523 -1.1991
N -0.3418 0.4073 0.6493
O 2.2961 -0.4796 -3.0070
O 2.3229 1.6319 -2.2445
H 0.5772 -0.8485 -1.1737
H -0.8557 1.1357 1.0783
H -0.4297 -0.6004 0.7442
*
```

The value obtained for the LUMO energy (spin up / spin down) is 0.710 / -0.109 eV. Its energy relative to the best compared isomer or geometry (same formula, charge and spin) is 23.6 kcal per mole. As for the expectation value of S²: 2.010.

---

Record 7
ORCA calculation (ωB97M-V/def2-TZVPD) on one molecule with the formula C2H3N3O2 at a distorted geometry.

ORCA input file:
```
! RIJCOSX wB97M-V def2-TZVPD def2/J DEFGRID3
* xyz 0 3
C 1.9774 0.9429 0.1250
C -0.1464 -0.2898 0.3600
N 2.5890 -0.4039 0.4434
N 1.8728 -1.4924 0.3289
N 0.6015 0.7453 -0.1427
O 2.4682 1.9717 0.1289
O 2.7189 -1.2041 -0.7493
H -1.1081 -0.6185 -0.1263
H -0.2854 -0.4982 1.4288
H 0.2979 1.1334 -0.9979
*
```

The value obtained for the LUMO energy (spin up / spin down) is 0.473 / -1.442 eV. Its energy relative to the best compared isomer or geometry (same formula, charge and spin) is 88.4 kcal per mole. As for the expectation value of S²: 2.010.

---

Record 8
ORCA calculation (ωB97M-V/def2-TZVPD) on one molecule with the formula C2H3N3O2S at a distorted geometry.

ORCA input file:
```
! RIJCOSX wB97M-V def2-TZVPD def2/J DEFGRID3
* xyz 0 1
C -0.4445 1.9583 0.2247
C 1.4984 -0.2770 -0.1966
N -0.4710 2.5774 1.2257
N -0.6047 1.3793 -0.9253
N -1.8989 -1.1556 0.3924
O -2.2969 -2.1447 0.9332
O -0.8999 -1.3831 -0.4224
S -0.0779 -0.0670 -1.3067
H 2.3080 0.5539 -0.4940
H 1.8929 -1.3583 -0.2444
H 0.9946 -0.0833 0.8134
*
```

The value obtained for the LUMO energy is -0.631 eV. Its energy relative to the best compared isomer or geometry (same formula, charge and spin) is 119.8 kcal per mole.

---

Record 9
ORCA calculation (ωB97M-V/def2-TZVPD) on one molecule with the formula C2H3N3O2S.

ORCA input file:
```
! RIJCOSX wB97M-V def2-TZVPD def2/J DEFGRID3
* xyz 0 1
O -2.8200 -0.7481 0.0067
C -1.5498 -0.3271 0.0037
N -1.2541 1.0104 0.0080
C 0.0591 0.9850 -0.0016
O 0.8815 2.0235 0.0065
N 0.5256 -0.2810 -0.0130
S 2.1353 -0.8114 -0.0788
N -0.5535 -1.1596 -0.0102
H -3.3884 0.0166 -0.0004
H 0.3289 2.8065 -0.0036
H 2.3217 -0.9795 1.2533
*
```

The value obtained for the LUMO energy is 0.536 eV. Its energy relative to the best compared isomer or geometry (same formula, charge and spin) is 0.0 kcal per mole. Its SMILES is Oc1nc(O)n(S)n1.

---

Record 10
ORCA calculation (ωB97M-V/def2-TZVPD) on one molecule with the formula C2H3N3O3 at a distorted geometry.

ORCA input file:
```
! RIJCOSX wB97M-V def2-TZVPD def2/J DEFGRID3
* xyz 0 1
O -1.1594 -1.4127 1.7503
N -1.2738 -1.1331 0.4051
C -0.3365 -0.3212 0.2068
N 0.6123 0.1517 1.1194
C 1.4922 0.7773 0.4510
O 1.3258 1.0878 -0.8434
N 0.0953 0.1760 -1.1898
O -0.8878 0.9502 -1.8294
H -1.8037 -2.0528 1.9879
H 2.4943 1.1555 0.7342
H -0.5586 0.6214 -2.7921
*
```

The value obtained for the LUMO energy is 0.526 eV. Its energy relative to the best compared isomer or geometry (same formula, charge and spin) is 106.6 kcal per mole. Its SMILES is O/N=c1\ncon1O.

---

Record 11
ORCA calculation (ωB97M-V/def2-TZVPD) on one molecule with the formula C2H3N3O3 at a distorted geometry.

ORCA input file:
```
! RIJCOSX wB97M-V def2-TZVPD def2/J DEFGRID3
* xyz 0 1
H -1.0351 1.3352 -2.2141
N -0.4799 1.6898 -1.4064
C 0.0960 0.7377 -0.6906
N 0.1000 -0.5829 -0.9619
C 0.2898 -1.2990 0.1703
O 0.2996 -2.5605 -0.1286
O 0.4478 -0.4366 1.1059
N 0.3773 0.8333 0.6762
O -0.7099 1.5130 1.3002
H -0.1104 -0.9515 -1.8237
H -1.4523 1.2760 0.7837
*
```

The value obtained for the LUMO energy is 0.336 eV. Its energy relative to the best compared isomer or geometry (same formula, charge and spin) is 71.1 kcal per mole. Its SMILES is [H]/N=c1\[nH]c(=O)on1O.

---

Record 12
ORCA calculation (ωB97M-V/def2-TZVPD) on one molecule with the formula C2H3N3O3 at a distorted geometry.

ORCA input file:
```
! RIJCOSX wB97M-V def2-TZVPD def2/J DEFGRID3
* xyz 0 1
O -2.8500 0.0517 -0.1538
N -1.9354 -1.0353 0.0290
C -0.7178 -0.7032 0.0873
O 0.2788 -1.5819 0.3833
N 1.4843 -1.2614 -0.3016
C 1.7831 -0.0297 -0.1767
N 0.9430 0.8701 0.4374
O -0.3614 0.5932 -0.1335
H -2.4088 0.8644 0.2405
H 2.7409 0.3751 -0.6377
H 1.0432 1.8570 0.2256
*
```

The value obtained for the LUMO energy is 0.288 eV. Its energy relative to the best compared isomer or geometry (same formula, charge and spin) is 105.2 kcal per mole. Its SMILES is O/N=C1/ON=CNO1.

---

Record 13
ORCA calculation (ωB97M-V/def2-TZVPD) on a 2-piece molecular cluster, C2H3N3O3S overall at a distorted geometry.

ORCA input file:
```
! RIJCOSX wB97M-V def2-TZVPD def2/J DEFGRID3
* xyz 0 1
N -1.4116 -1.1206 1.3290
C -0.2910 -0.8900 1.1799
N 0.9570 -0.7089 0.7945
C 1.5677 0.5317 0.6489
O 1.0833 1.5864 0.9128
S 3.2325 0.2926 0.1118
H 1.5504 -1.5735 0.6465
H 3.7670 1.5051 0.6996
O -1.2205 0.7456 -1.7932
N -2.0053 -0.1299 -1.5835
O -3.3415 0.2504 -1.7065
H -3.8880 -0.4888 -1.2398
*
```

The value obtained for the LUMO energy is 0.078 eV. Its energy relative to the best compared isomer or geometry (same formula, charge and spin) is 41.5 kcal per mole. Its SMILES is N#CNC(=O)S.O=NO.

---

Record 14
ORCA calculation (ωB97M-V/def2-TZVPD) on a 2-piece molecular cluster, C2H3N3O3S overall at a distorted geometry.

ORCA input file:
```
! RIJCOSX wB97M-V def2-TZVPD def2/J DEFGRID3
* xyz 0 1
N 2.2048 -2.3515 -0.4126
C 2.9763 -1.4967 -0.2849
N 3.8356 -0.5602 0.0017
C 3.8971 0.6093 0.2554
O 4.2982 1.6641 0.5010
O -1.3361 0.1922 0.2901
N -0.1017 0.9777 0.1637
O 0.8589 0.5976 1.1426
S 0.4948 0.6577 -1.4361
H -1.9768 0.7504 0.7347
H 0.8126 -0.4289 1.2650
H -0.3934 1.6998 -1.9173
*
```

The value obtained for the LUMO energy is 0.171 eV. Its energy relative to the best compared isomer or geometry (same formula, charge and spin) is 71.6 kcal per mole. Its SMILES is N#CN=C=O.ON(O)S.

---

Record 15
ORCA calculation (ωB97M-V/def2-TZVPD) on one molecule with the formula C2H3N3OS at a distorted geometry.

ORCA input file:
```
! RIJCOSX wB97M-V def2-TZVPD def2/J DEFGRID3
* xyz 0 1
C -1.3001 0.0975 0.0551
N 0.1479 -0.1412 -0.0541
C 0.6213 -1.5486 -0.1589
N 0.8776 -2.6544 -0.0246
N 1.1038 0.9160 0.0572
O 0.5981 2.0611 -0.0559
S 2.6249 0.5283 0.0201
H -1.6099 0.5181 -0.9132
H -1.6400 -0.7993 0.4156
H -1.4236 1.0226 0.6588
*
```

The value obtained for the LUMO energy (spin up / spin down) is -1.261 / -1.260 eV. Its energy relative to the best compared isomer or geometry (same formula, charge and spin) is 102.9 kcal per mole. Its SMILES is CN(C#N)[N+]([O-])=S.

---

Record 16
ORCA calculation (ωB97M-V/def2-TZVPD) on a 2-piece molecular cluster, C2H3N3OS overall at a distorted geometry.

ORCA input file:
```
! RIJCOSX wB97M-V def2-TZVPD def2/J DEFGRID3
* xyz 0 1
C 1.7843 -1.0741 -0.1719
C 1.1425 -1.4937 -1.0877
N -0.6484 2.1642 -0.3073
N -1.0958 -0.0956 -0.6313
N -0.7815 0.9700 -0.0718
O -2.0141 -0.2564 1.9322
S -0.8830 -0.5089 1.0996
H 2.1071 -0.4685 0.6761
H 0.7995 -2.0764 -1.8688
H -0.4105 2.8396 0.4310
*
```

The value obtained for the LUMO energy (spin up / spin down) is -0.552 / -0.552 eV. Its energy relative to the best compared isomer or geometry (same formula, charge and spin) is 153.6 kcal per mole.

---

Record 17
ORCA calculation (ωB97M-V/def2-TZVPD) on a 2-piece molecular cluster, C2H3N3OS overall at a distorted geometry.

ORCA input file:
```
! RIJCOSX wB97M-V def2-TZVPD def2/J DEFGRID3
* xyz 0 1
C -0.7420 1.2200 -0.1402
C 1.2244 -2.1837 -0.1386
N 0.5080 1.1988 -0.5730
N -1.4316 0.1741 0.2545
N 0.0903 -2.2305 0.0527
O 2.6419 0.4369 0.6945
S 2.0041 0.8063 -0.5210
H -1.0156 2.2730 -0.2474
H -2.3600 0.4918 0.4787
H -0.9194 -2.1866 0.1398
*
```

The value obtained for the LUMO energy (spin up / spin down) is -0.980 / -0.980 eV. Its energy relative to the best compared isomer or geometry (same formula, charge and spin) is 63.5 kcal per mole.

---

Record 18
ORCA calculation (ωB97M-V/def2-TZVPD) on one molecule with the formula C2H3N3OS2 at a distorted geometry.

ORCA input file:
```
! RIJCOSX wB97M-V def2-TZVPD def2/J DEFGRID3
* xyz 0 1
H -2.2254 -1.5886 1.2990
N -1.3259 -1.1412 1.7265
C -0.8071 -0.4778 0.8313
O -1.3190 -0.1499 -0.4399
C -0.4291 0.5560 -1.1421
S -0.5781 0.9547 -2.6524
N 0.7148 0.5558 -0.3841
N 0.4419 0.0732 0.9209
S 1.6739 -0.7007 1.8051
H 1.4591 1.2217 -0.4761
H 2.3877 0.6177 2.2751
*
```

The value obtained for the LUMO energy is -0.004 eV. Its energy relative to the best compared isomer or geometry (same formula, charge and spin) is 40.0 kcal per mole. Its SMILES is [H]/N=c1\oc(=S)[nH]n1S.

---

Record 19
ORCA calculation (ωB97M-V/def2-TZVPD) on one molecule with the formula C2H3N3S at a distorted geometry.

ORCA input file:
```
! RIJCOSX wB97M-V def2-TZVPD def2/J DEFGRID3
* xyz 0 1
C -1.0667 0.4306 -0.1019
C 1.3199 0.3072 0.0206
N -1.2148 -0.8292 -0.0199
N 0.2529 1.0020 -0.0831
N -0.1993 -1.6053 -0.0526
S 2.8676 0.0736 0.0553
H -1.8923 1.1009 -0.2099
H 0.2547 2.0098 -0.0325
H -0.3220 -2.4897 0.4239
*
```

The value obtained for the LUMO energy (spin up / spin down) is -0.584 / -0.539 eV. Its energy relative to the best compared isomer or geometry (same formula, charge and spin) is 79.9 kcal per mole.

---

Record 20
ORCA calculation (ωB97M-V/def2-TZVPD) on one molecule with the formula C2H3N3S at a distorted geometry.

ORCA input file:
```
! RIJCOSX wB97M-V def2-TZVPD def2/J DEFGRID3
* xyz 0 1
S 1.7612 0.7652 -0.3749
C 0.2591 -0.0060 0.0356
C -0.2827 -0.6269 1.1404
N -1.5891 -0.8870 0.8735
N -1.9040 -0.4748 -0.3305
N -0.7673 0.1176 -0.8394
H 2.5123 0.3986 0.6507
H 0.1418 -0.8065 2.0832
H -0.8686 0.6712 -1.7163
*
```

The value obtained for the LUMO energy is 0.544 eV. Its energy relative to the best compared isomer or geometry (same formula, charge and spin) is 23.9 kcal per mole. Its SMILES is Sc1cnn[nH]1.